(1)
C34H76B2N5O7P | ωB97M-V/def2-TZVPD

CARTESIAN COORDINATES (ANGSTROEM)
C -1.00568 9.31164 -5.48052
O -2.21341 8.76021 -5.97031
C -3.05063 8.12606 -5.01325
C -3.35016 6.67166 -5.38493
C -2.41441 5.67995 -4.68571
C -0.98818 5.68647 -5.23918
B 0.11865 4.90231 -4.30887
B 0.06378 5.53580 -2.70914
O 0.56959 6.80455 -2.40227
N -0.66858 4.89400 -1.61590
C -0.61244 5.58626 -0.33524
C -0.29415 3.49407 -1.43412
P 1.82157 5.27513 -5.10231
N 2.37845 6.75672 -5.06214
O 1.79408 4.82501 -6.70321
O 2.91321 4.16778 -4.57176
H -1.10514 10.39565 -5.34060
H -0.70029 8.85258 -4.53665
H -0.21308 9.11863 -6.20428
H -3.98202 8.70324 -4.94335
H -2.57942 8.16012 -4.02381
H -3.24415 6.58403 -6.47084
H -4.39080 6.45313 -5.12040
H -2.82898 4.66802 -4.75206
H -2.40251 5.93511 -3.61941
H -0.67497 6.72582 -5.38887
H -1.01293 5.23492 -6.24031
H -0.00299 3.68834 -4.39307
H 1.43808 6.94380 -2.79288
H 0.40666 5.65019 0.07325
H -0.99829 6.59994 -0.43293
H -1.22588 5.05079 0.39871
H -0.89425 3.06574 -0.61904
H -0.48453 2.91040 -2.33102
H 0.75275 3.38087 -1.11799
H 3.29839 6.85456 -4.65040
H 1.67128 5.64826 -7.18754
H 3.64265 4.13107 -5.19944
C 2.58691 -1.77925 -0.05991
C 3.07175 -0.32292 -0.15239
C 4.60438 -0.24175 -0.11756
C 5.20749 -0.53933 1.25369
C 4.57106 0.33183 2.33406
C 3.04270 0.21902 2.36875
N 2.52384 0.49339 0.98414
O 2.48955 1.74557 0.71759
C 2.60918 -1.15243 2.89736
C 2.45139 1.26516 3.30813
C 2.55581 0.25410 -1.46537
H 1.69024 -1.85203 0.55366
H 2.32731 -2.15641 -1.04927
H 3.33495 -2.45477 0.35777
H 4.89969 0.76522 -0.42695
H 4.99679 -0.93289 -0.86863
H 5.09537 -1.59866 1.50394
H 6.28204 -0.34670 1.21993
H 4.95744 0.07073 3.32362
H 4.83480 1.37768 2.15103
H 1.52548 -1.26751 2.83362
H 2.89959 -1.21561 3.94818
H 3.06764 -1.99123 2.38206
H 2.76728 2.26913 3.03931
H 2.78490 1.04741 4.32481
H 1.36138 1.23089 3.28280
H 1.46603 0.24991 -1.51148
H 2.93539 -0.37537 -2.27316
H 2.89281 1.27072 -1.64942
C -0.01050 -7.60775 1.28348
C 0.71438 -6.26454 1.07681
C 2.23865 -6.44769 1.05797
C 2.84563 -6.74482 2.42473
C 2.42537 -5.69149 3.44242
C 0.90513 -5.51588 3.53902
N 0.36146 -5.27398 2.15842
O 0.47276 -4.05586 1.78463
C 0.25278 -6.73875 4.18925
C 0.59402 -4.31202 4.42269
C 0.25945 -5.69185 -0.26204
H -0.89278 -7.49121 1.91048
H -0.34772 -7.98648 0.31922
H 0.62847 -8.37028 1.72799
H 2.68839 -5.53242 0.65984
H 2.47029 -7.24903 0.35093
H 2.56214 -7.74467 2.76591
H 3.93411 -6.75022 2.33903
H 2.80335 -5.93860 4.43795
H 2.86419 -4.72821 3.16290
H -0.83400 -6.64347 4.18104
H 0.58162 -6.78773 5.22818
H 0.51992 -7.68065 3.72076
H 1.09826 -3.40783 4.08882
H 0.93938 -4.55204 5.43020
H -0.47494 -4.10385 4.47551
H -0.81490 -5.50564 -0.26265
H 0.48003 -6.42855 -1.03623
H 0.77267 -4.76461 -0.50349
C -3.99239 -0.29361 0.14569
C -4.45272 -0.67758 1.56494
C -3.46806 -0.16557 2.62779
C -2.15502 -0.94202 2.68458
C -2.41499 -2.43833 2.83695
C -3.33212 -2.99143 1.74382
N -4.58822 -2.16941 1.71976
O -5.42665 -2.51428 2.62562
C -2.60719 -2.98495 0.39613
C -3.70224 -4.43896 2.04889
C -5.82556 -0.05343 1.79591
H -4.20413 -1.08686 -0.56890
H -4.53480 0.59187 -0.18321
H -2.93037 -0.05849 0.09242
H -3.95747 -0.23026 3.60517
H -3.28344 0.89409 2.43263
H -1.54737 -0.74663 1.79713
H -1.56867 -0.58821 3.53568
H -1.47670 -2.99493 2.80108
H -2.87261 -2.62276 3.81521
H -3.27694 -3.30080 -0.40561
H -1.77735 -3.68730 0.46188
H -2.18244 -2.02263 0.12950
H -4.15753 -4.53939 3.03088
H -2.78665 -5.03496 2.01786
H -4.39915 -4.82663 1.30423
H -6.55497 -0.45175 1.08929
H -5.73897 1.02262 1.63811
H -6.18737 -0.23399 2.80431

Values from the calculation:
Orbital gap (spin up / spin down) in Eh: 0.227 / 0.219
Spin multiplicity: 4
Expectation value of S²: 3.76
Strongest force on any atom in eV/A: 0.981
E in a.u.: -2532.597679
Total charge: -1
HOMO energy (spin up / spin down) in eV: -4.5580 / -4.5580


(2)
C42H60F5I2N2O3S2W | ωB97M-V/def2-TZVPD

CARTESIAN COORDINATES (ANGSTROEM)
W 0.97525 -0.58408 -0.50953
C 3.14643 -0.89084 1.70257
N 2.88786 0.11427 0.63383
C 4.22694 0.17532 -0.05996
C 2.70571 1.48365 1.25626
C 1.32430 1.56351 1.84135
N 0.31948 1.29004 0.76516
C 0.12025 2.61388 0.07722
C -0.60419 2.59760 -1.20684
C -0.95116 3.87319 -1.68486
C -1.78841 4.05892 -2.76645
C -2.09591 2.82733 -3.52533
C -1.76539 1.47264 -2.99490
C -0.95941 1.40563 -1.88197
O -0.55916 0.18284 -1.33332
C -2.38111 0.23865 -3.60231
C -1.28911 -0.63758 -4.25698
C -3.07543 -0.55966 -2.51514
C -3.45927 0.55416 -4.66811
C -2.42467 5.36774 -3.14459
C -3.83261 5.12710 -2.56533
C -1.75408 6.54517 -2.43076
C -2.49563 5.61852 -4.69665
C -1.03366 0.91427 1.34481
C -0.87567 -0.03847 2.51034
C -1.36380 0.28817 3.77273
C -1.02255 -0.49652 4.89151
C -0.21940 -1.60997 4.67894
C 0.15101 -2.05973 3.38718
C -0.14421 -1.18849 2.32967
O 0.39826 -1.33876 1.06665
C 0.85366 -3.43803 3.28267
C 1.27793 -3.80550 1.87316
C -0.17883 -4.49177 3.68732
C 2.05454 -3.51689 4.19797
C -1.48981 -0.18616 6.34441
C -0.25684 -0.06668 7.24675
C -2.35542 -1.31504 6.86402
C -2.26621 1.18325 6.43734
H 3.92190 -0.45561 2.29814
H 2.25366 -1.05487 2.31850
H 3.46165 -1.79253 1.19576
H 4.88406 0.54292 0.72045
H 4.54680 -0.79890 -0.34663
H 4.23970 0.92868 -0.84473
H 3.49665 1.60378 2.00841
H 2.89093 2.15096 0.41119
H 1.18406 0.89446 2.68335
H 1.21764 2.54145 2.30094
H -0.40488 3.20964 0.84905
H 1.07326 3.06373 -0.13420
H -0.69098 4.71709 -1.10392
H -2.99492 2.81428 -4.12532
H -0.58438 -1.02372 -3.49947
H -1.83107 -1.44994 -4.76402
H -0.70819 -0.08624 -4.99561
H -2.34809 -0.93555 -1.81493
H -3.81858 -0.01617 -1.93719
H -3.59994 -1.46528 -2.95952
H -3.10819 1.15588 -5.49454
H -3.78712 -0.38128 -5.11180
H -4.32995 0.99549 -4.19936
H -3.78520 4.70100 -1.54412
H -4.35656 6.07574 -2.48156
H -4.46153 4.49324 -3.19872
H -1.88031 6.53869 -1.33545
H -0.65892 6.58828 -2.57518
H -2.23499 7.44656 -2.79628
H -2.87770 4.75861 -5.25139
H -3.14282 6.46038 -4.87800
H -1.48641 5.90892 -4.97345
H -1.50777 1.81007 1.68782
H -1.65661 0.57130 0.52734
H -1.98721 1.18465 3.88234
H 0.05377 -2.17965 5.52909
H 0.40407 -3.72910 1.16749
H 2.08970 -3.13011 1.54075
H 1.61371 -4.81598 1.82421
H -1.15477 -4.31898 3.18480
H 0.19422 -5.48168 3.42795
H -0.41340 -4.43629 4.75112
H 2.84488 -2.76811 3.93870
H 1.76981 -3.33222 5.24847
H 2.52496 -4.51796 4.08494
H 0.32598 -1.01532 7.31461
H 0.42248 0.70396 6.91362
H -0.52661 0.14543 8.26214
H -1.70349 -2.17302 7.05945
H -2.82732 -1.01880 7.78552
H -3.07939 -1.63582 6.13063
H -1.62375 1.99409 6.20623
H -3.19642 1.20459 5.86338
H -2.61583 1.30775 7.42804
F 6.46740 -1.52640 -5.69648
C 5.56696 -1.64550 -4.72102
C 4.18790 -1.49530 -4.98653
F 3.70812 -1.31452 -6.21055
C 3.31175 -1.58375 -3.93976
F 1.99442 -1.35005 -4.15468
C 3.76902 -1.80585 -2.65646
S 2.56402 -2.23890 -1.43075
C 5.12572 -2.00365 -2.42952
F 5.56020 -2.24159 -1.19356
C 6.05581 -1.85582 -3.44911
F 7.34056 -1.88092 -3.16360
I 2.08167 1.26761 -2.27360
I -0.44580 2.87758 -4.92849
C -1.92327 -3.99664 -1.72662
S -0.17312 -3.80159 -1.49790
C 0.42423 -4.15072 -3.14361
O -0.13233 -2.22277 -1.31174
H -2.17617 -5.04254 -2.00268
H -2.19378 -3.37489 -2.53232
H -2.35412 -3.76593 -0.77262
H -0.09369 -5.04419 -3.36810
H 1.51488 -4.24222 -3.21802
H -0.01064 -3.33157 -3.72017

Values from the calculation:
Orbital gap (spin up / spin down) in Eh: 0.225 / 0.225
Spin multiplicity: 1
Strongest force on any atom in eV/A: 2.047
E in a.u.: -3928.847181
Total charge: +3
HOMO energy (spin up / spin down) in eV: -15.9557 / -15.9560
Relative energy (zero: lowest compared OMol25 entry of this formula, charge and spin) in kcal/mol: 0.0


(3)
C4H3FN2 | ωB97M-V/def2-TZVPD

CARTESIAN COORDINATES (ANGSTROEM)
C -0.63431 -0.49048 0.01380
C 0.50523 -1.20328 0.01981
C 1.49412 -0.11615 -0.04635
C -0.32442 0.96733 -0.00684
H 0.54071 -2.29835 0.11897
H 2.55504 -0.39014 -0.00388
H -2.15548 1.52308 0.03006
N 1.08192 1.08662 -0.06679
N -1.17662 1.87659 0.01389
F -1.88619 -0.95523 -0.07267

Values from the calculation:
Orbital gap in Eh: 0.340
Spin multiplicity: 1
Strongest force on any atom in eV/A: 2.400
E in a.u.: -363.541730
HOMO energy in eV: -10.1247
Relative energy (zero: lowest compared OMol25 entry of this formula, charge and spin) in kcal/mol: 40.3
SMILES: [H]/N=C1/N=CC=C1F


(4)
C54H36O18 | ωB97M-V/def2-TZVPD

CARTESIAN COORDINATES (ANGSTROEM)
C -22.39293 -2.46631 10.96865
C -21.77466 -3.71003 10.62608
C -22.41477 -4.83706 9.87867
O -21.79745 -5.79158 9.47866
C -23.81404 -4.44251 9.57043
C -24.43869 -3.32450 9.84186
C -23.81629 -2.17320 10.46686
O -24.39634 -1.10296 10.68659
H -21.95851 -1.72318 11.62089
H -20.82135 -3.87490 11.10611
H -24.42869 -5.23582 9.17134
H -25.50735 -3.31407 9.68615
C -16.00891 -1.60805 14.32983
C -15.86644 -2.47324 15.37754
C -15.12031 -2.20121 16.52792
O -15.06675 -2.96858 17.51696
C -14.16530 -1.01230 16.34675
C -14.39789 -0.10560 15.37675
C -15.35871 -0.24739 14.31882
O -15.55068 0.59598 13.53506
H -16.67552 -1.85177 13.51581
H -16.35907 -3.43413 15.39799
H -13.42714 -0.71575 17.07722
H -13.81991 0.80499 15.43300
C -16.60932 -9.16369 10.96921
C -17.52161 -10.08656 10.69892
C -18.85623 -9.75172 10.32451
O -19.67574 -10.54109 9.84804
C -19.21058 -8.30364 10.61336
C -18.29554 -7.45949 11.07286
C -16.84019 -7.76058 11.27696
O -15.94440 -7.00271 11.57697
H -15.62133 -9.41183 11.32799
H -17.11914 -11.03885 10.38655
H -20.21557 -8.01266 10.34552
H -18.63315 -6.44688 11.23727
C -14.17277 -3.86871 12.72213
C -14.51802 -3.60372 11.39507
C -13.84138 -2.60471 10.58058
O -14.07902 -2.52967 9.37524
C -12.89761 -1.77812 11.41339
C -12.62320 -2.04613 12.69238
C -13.16699 -3.17095 13.50761
O -12.85349 -3.45456 14.71248
H -14.70531 -4.71940 13.12105
H -15.09119 -4.40534 10.95317
H -12.48003 -0.92116 10.90579
H -11.99510 -1.30244 13.16016
C -18.02318 -6.17018 15.55912
C -17.39077 -5.64994 14.47408
C -18.01552 -4.71185 13.62171
O -17.44513 -4.22995 12.67726
C -19.37836 -4.34598 14.03742
C -20.07060 -5.01688 15.02691
C -19.40312 -5.97761 15.94946
O -20.14437 -6.67939 16.66681
H -17.64041 -6.95029 16.20048
H -16.40278 -6.03127 14.26232
H -19.89681 -3.63532 13.41087
H -21.08674 -4.68146 15.17305
C -14.84501 -7.55116 16.75092
C -14.82240 -7.14429 18.05620
C -13.96394 -6.02691 18.48735
O -13.95613 -5.52819 19.59548
C -13.01565 -5.62553 17.36826
C -13.05735 -6.12573 16.12417
C -14.09452 -6.97690 15.61004
O -14.18682 -7.32013 14.44337
H -15.56974 -8.32604 16.54913
H -15.40104 -7.56119 18.86723
H -12.17142 -4.97245 17.53305
H -12.26273 -5.76942 15.48540
C -23.49124 -3.92304 17.56352
C -23.35638 -3.76698 18.93437
C -23.83153 -2.50539 19.55776
O -23.78667 -2.36792 20.82825
C -24.64615 -1.58475 18.75938
C -24.83115 -1.88838 17.43590
C -24.17688 -2.98359 16.67101
O -24.27465 -3.11570 15.41747
H -23.11540 -4.80798 17.07156
H -22.92247 -4.56627 19.51682
H -25.32032 -0.90339 19.25702
H -25.72985 -1.47047 17.00686
C -17.29165 -12.05292 16.32347
C -18.08607 -11.03420 15.96513
C -18.45693 -9.94641 16.74317
O -19.28207 -9.22669 16.30790
C -17.71533 -9.82068 17.99535
C -16.85794 -10.78365 18.33884
C -16.56079 -12.01283 17.61322
O -15.89488 -12.96026 18.07020
H -16.99879 -12.74861 15.55103
H -18.45118 -11.09219 14.95038
H -17.93523 -9.06598 18.73593
H -16.35770 -10.79931 19.29588
C -23.19389 -10.49240 20.96789
C -23.24059 -9.22346 21.39250
C -22.46796 -8.07474 20.70823
O -22.44009 -6.87950 21.01281
C -21.77063 -8.48840 19.51632
C -21.76848 -9.79628 19.08133
C -22.51451 -10.88884 19.73071
O -22.41629 -12.10516 19.37262
H -23.79887 -11.12784 21.59766
H -23.75398 -8.99616 22.31509
H -21.17289 -7.76619 18.98011
H -21.20276 -10.13167 18.22466

Values from the calculation:
Orbital gap in Eh: 0.289
Spin multiplicity: 1
Strongest force on any atom in eV/A: 4.983
E in a.u.: -3433.126971
HOMO energy in eV: -10.3230
Relative energy (zero: lowest compared OMol25 entry of this formula, charge and spin) in kcal/mol: 98.3
SMILES: O=C1C=CC(=O)C=C1.O=C1C=CC(=O)C=C1.O=C1C=CC(=O)C=C1.O=C1C=CC(=O)C=C1.O=C1C=CC(=O)C=C1.O=C1C=CC(=O)C=C1.O=C1C=CC(=O)C=C1.O=C1C=CC(=O)C=C1.O=C1C=CC(=O)C=C1


(5)
C5H12O2 | ωB97M-V/def2-TZVPD

CARTESIAN COORDINATES (ANGSTROEM)
C 1.78470 0.13733 -0.97405
O 0.57813 0.39788 -0.27861
C -0.15698 -0.77605 0.10819
C 0.57754 -1.54713 1.20367
C -1.52986 -0.31475 0.58095
C -1.52776 2.90705 -0.57462
O -1.07323 2.12778 -1.52170
H 2.53899 -0.32411 -0.32505
H 2.16585 1.10007 -1.32419
H 1.60111 -0.51929 -1.83635
H -0.26812 -1.41237 -0.78808
H 0.72638 -0.90684 2.08261
H 1.55311 -1.91841 0.87255
H -0.01549 -2.41961 1.50011
H -1.42781 0.41093 1.39554
H -2.09636 -1.17317 0.95431
H -2.09870 0.15360 -0.22236
H -0.93820 2.59503 0.34083
H -0.39329 1.48206 -1.19375

Values from the calculation:
Orbital gap in Eh: 0.329
Spin multiplicity: 1
Strongest force on any atom in eV/A: 0.634
E in a.u.: -348.060645
HOMO energy in eV: -8.1697
Relative energy (zero: lowest compared OMol25 entry of this formula, charge and spin) in kcal/mol: 90.5


(6)
C9H8ClNO | ωB97M-V/def2-TZVPD

CARTESIAN COORDINATES (ANGSTROEM)
C -0.50545 -2.17433 0.22791
C 1.15551 2.44086 1.64876
C 0.33669 1.53349 2.33685
C 1.46839 2.24154 0.32489
C -0.19066 0.44521 1.71128
C 0.99538 1.14540 -0.38517
C 0.14081 0.27233 0.35091
C -0.76837 -2.13804 -2.47637
C -0.58517 -0.84235 -0.40180
N -0.53697 -3.24618 0.64896
O -0.16564 -0.97330 -1.73026
Cl -2.43335 -0.51818 -0.17287
H 1.60724 3.34760 2.02141
H 0.13693 1.55704 3.40933
H 2.04944 3.05503 -0.21663
H -0.77699 -0.31016 2.15371
H 0.83889 1.17120 -1.44570
H -1.24752 -2.74934 -1.80130
H 0.03034 -2.43018 -3.11245
H -1.54948 -1.82763 -3.09147

Values from the calculation:
Orbital gap in Eh: 0.363
Spin multiplicity: 1
Strongest force on any atom in eV/A: 3.430
E in a.u.: -937.871641
HOMO energy in eV: -9.6148
Relative energy (zero: lowest compared OMol25 entry of this formula, charge and spin) in kcal/mol: 28.2
SMILES: CO[C@@](Cl)(C#N)c1ccccc1


(7)
C4H3N2 | ωB97M-V/def2-TZVPD

CARTESIAN COORDINATES (ANGSTROEM)
C 3.54024 0.17228 -0.04187
C 2.58432 -0.75980 0.25582
C 1.31995 -0.38260 0.02282
C -0.81743 1.00284 -0.01593
N 4.25264 1.04087 -0.01059
N 0.30920 0.44538 -0.18305
H 2.83876 -1.71369 0.70376
H -1.74802 0.65238 0.43422
H -1.01817 2.03628 -0.43156

Values from the calculation:
Orbital gap in Eh: 0.324
Spin multiplicity: 1
Strongest force on any atom in eV/A: 5.286
E in a.u.: -263.300257
Total charge: +1
HOMO energy in eV: -15.8695
Relative energy (zero: lowest compared OMol25 entry of this formula, charge and spin) in kcal/mol: 12.2
SMILES: C=[N+]=C=CC#N